[1]
CH4Cl2OP | ωB97M-V/def2-TZVPD

```
9
Properties=species:S:1:pos:R:3:forces:R:3:lowdin_charge:R:1
C 0.631418 -0.049036 -0.664464 -1.048 0.177 0.010 0.320
O -2.515973 -0.172659 1.645249 -0.022 -0.228 -0.566 -0.344
P -2.557242 0.068594 0.060235 0.849 0.123 1.040 0.082
Cl -3.592559 -1.518087 -0.491152 0.028 0.075 -0.181 0.392
Cl -3.736414 1.673977 -0.161146 0.267 -0.234 -0.241 0.349
H 0.677557 -1.121275 -0.611799 -0.062 -0.265 0.071 0.040
H 0.954800 0.551618 0.167137 -0.008 0.091 0.218 0.039
H 0.451492 0.425705 -1.612520 -0.025 0.087 -0.203 0.033
H -1.970655 0.382006 2.219047 0.022 0.174 -0.147 0.089
```
Positions in Å, forces in eV/Å.

Summary:
- Lowest unoccupied orbital energy (spin up / spin down): -8.330 / -6.733 eV
- Charge: +1
- M: 133.92 u
- Frontier orbital gap (spin up / spin down): 6.0152 / 8.1382 eV
- ΔE to the lowest compared entry with this formula, charge and spin: 76.9 kcal/mol
- HOMO energy (spin up / spin down): -14.345 / -14.871 eV



[2]
C19H43N2OP3RuS | ωB97M-V/def2-TZVPD

```
70
Properties=species:S:1:pos:R:3:forces:R:3:lowdin_charge:R:1
Ru -0.094580 -0.255089 -0.191590 -0.024 -0.446 3.283 0.790
P -1.451277 -2.085832 -0.503535 -2.080 -2.879 -0.555 0.741
P 1.463757 -1.113393 -1.607567 3.520 -1.547 -1.926 0.741
P -1.303204 0.820389 -1.741420 -1.566 1.530 -2.947 0.704
H 0.783283 -0.067367 2.517984 -0.350 0.133 -0.443 0.066
C -0.108905 0.365637 2.044277 -1.022 -0.527 1.448 -0.185
C -1.211387 -0.497785 1.806860 1.287 0.813 0.685 -0.164
H -1.129614 -1.514545 2.199624 -0.081 0.350 -0.496 0.067
C -1.108357 -3.528393 0.581703 0.398 0.164 0.318 -0.201
C -1.413009 -2.932313 -2.139863 0.007 0.375 -0.016 -0.206
C -3.246966 -1.847391 -0.197737 -0.105 0.210 -0.082 -0.194
C 3.027926 -0.242476 -1.226793 -0.009 0.424 0.257 -0.216
C 2.024873 -2.872436 -1.452182 -0.420 -0.313 0.639 -0.190
C 1.375832 -1.057852 -3.444227 -0.754 0.586 -0.195 -0.206
C -2.791176 1.596304 -1.005167 -0.117 -0.114 0.762 -0.219
C -2.036874 0.151732 -3.286714 0.120 -0.774 0.175 -0.205
C -0.190641 2.074911 -2.501532 0.543 0.196 0.163 -0.245
H -0.336012 1.410922 2.326852 0.285 -0.980 -0.574 0.021
H -2.217485 -0.078105 1.723305 0.375 -0.048 -0.059 0.072
H -1.064512 -3.234189 1.632066 0.006 -0.272 -0.267 0.038
H -0.152158 -3.991789 0.323217 -0.252 0.117 0.096 0.038
H -1.922947 -4.250103 0.449981 0.079 0.198 -0.184 0.091
H -0.433868 -3.378903 -2.341549 -0.278 0.025 0.116 0.043
H -1.658738 -2.258138 -2.963128 0.006 -0.254 0.175 0.022
H -2.165695 -3.729939 -2.110409 0.148 0.106 0.019 0.091
H -3.434850 -1.283242 0.721249 -0.022 -0.240 -0.255 0.048
H -3.682142 -2.850592 -0.080926 0.050 0.293 -0.146 0.085
H -3.740059 -1.333626 -1.032772 0.099 -0.200 0.175 0.052
H 3.629291 -0.158273 -2.143229 -0.117 -0.004 0.241 0.084
H 3.592853 -0.802530 -0.467531 -0.220 0.173 -0.225 0.054
H 2.804866 0.759432 -0.836955 0.307 -0.110 -0.191 0.034
H 2.417845 -3.242863 -2.410166 -0.219 0.360 0.172 0.089
H 1.211465 -3.528506 -1.130574 0.322 0.045 -0.075 0.019
H 2.819324 -2.933867 -0.699173 -0.297 0.090 -0.149 0.064
H 2.303824 -1.487092 -3.849143 -0.157 0.142 0.355 0.090
H 1.271533 -0.035580 -3.821109 0.066 -0.149 0.031 0.050
H 0.537526 -1.655562 -3.818276 0.187 0.043 0.092 0.049
H -2.877010 2.642691 -1.343682 0.157 -0.397 0.073 0.086
H -2.736725 1.573532 0.095335 -0.163 0.187 -0.450 0.026
H -3.685583 1.037114 -1.330607 0.440 0.198 0.089 0.073
H -2.477363 0.991412 -3.841155 0.160 0.081 0.321 0.102
H -2.832003 -0.573948 -3.091251 0.109 0.176 -0.039 0.055
H -1.269023 -0.304978 -3.917756 -0.157 0.102 0.064 0.048
H -0.610180 3.078773 -2.325966 0.222 -0.387 -0.068 0.060
H -0.103892 1.889994 -3.588506 -0.171 0.001 0.540 0.075
H 0.817212 2.014340 -2.054069 -0.412 0.272 -0.228 0.029
C -0.116745 4.612031 1.496546 -0.876 0.274 1.694 -0.504
C 0.733628 5.638847 1.030370 0.129 -0.951 -0.467 0.036
C 0.563682 6.963301 1.462250 -0.791 1.715 1.103 0.053
C -0.450028 7.289618 2.373405 1.166 0.536 -0.959 0.047
C -1.178808 6.254007 2.971177 -0.392 1.009 0.653 0.087
C -1.001437 4.927853 2.549736 1.038 -2.478 -1.853 0.002
S -0.263825 3.065090 0.622528 0.296 0.018 -0.216 0.834
H 0.773054 2.167047 0.911629 -0.306 1.610 0.042 -0.085
H 1.502579 5.372767 0.306958 -0.067 0.275 0.076 0.142
H 1.226373 7.743805 1.076378 -0.273 -0.258 0.095 0.155
H -0.654053 8.333817 2.634054 0.199 -0.436 -0.017 0.156
H -1.897910 6.468508 3.771811 0.291 -0.042 -0.312 0.165
H -1.563963 4.112728 3.002160 -0.070 0.329 -0.036 0.132
C 1.673858 -4.631385 2.700172 -0.452 -0.515 -0.107 -0.041
N 2.569051 -3.504078 2.800488 -0.317 1.104 -0.633 0.051
C 2.316757 -2.340019 2.155046 1.427 -0.512 1.047 -0.568
N 3.214843 -1.331567 2.367184 -0.593 -0.262 -0.309 0.190
O 1.342261 -2.197960 1.383786 -0.820 0.547 -0.759 -0.091
H 2.020207 -5.414850 3.375339 -0.094 0.110 -0.116 0.113
H 0.653133 -4.348718 2.979983 0.218 -0.058 0.108 0.088
H 1.640188 -5.038035 1.682497 0.151 0.033 0.168 0.092
H 3.398908 -3.592241 3.369640 -0.098 0.062 -0.067 0.163
H 3.006652 -0.443884 1.944743 0.248 -0.002 0.177 0.090
H 3.896425 -1.387168 3.105922 0.081 0.144 -0.031 0.130
```
Positions in Å, forces in eV/Å.

Summary:
- Lowest unoccupied orbital energy (spin up / spin down): -13.624 / -15.172 eV
- Charge: +4
- M: 541.63 u
- Spin multiplicity: 5
- Frontier orbital gap (spin up / spin down): 5.7330 / 4.4200 eV
- ΔE to the lowest compared entry with this formula, charge and spin: 0.0 kcal/mol
- HOMO energy (spin up / spin down): -19.357 / -19.592 eV



[3]
C4H6N2O | ωB97M-V/def2-TZVPD

```
13
Properties=species:S:1:pos:R:3:forces:R:3:lowdin_charge:R:1
H 0.607535 -2.958376 -0.677226 -0.011 0.076 -0.005 0.048
N 0.622788 -1.993132 -0.348278 -0.409 -0.025 -0.133 0.106
C -0.511517 -1.448870 -0.519059 0.174 -0.070 0.037 -0.200
C -0.768353 -0.036933 -0.117700 0.296 0.120 0.023 -0.345
N -2.102357 0.385575 -0.248582 -0.048 0.023 0.197 0.072
C 0.247582 0.716527 0.250683 0.007 -0.015 -0.038 0.030
C 1.400762 1.323965 0.323959 -0.278 -0.026 -0.285 -0.205
O 2.198324 1.362807 1.434257 0.072 0.106 0.008 0.001
H -1.380929 -1.970370 -0.946734 0.133 0.044 0.020 0.110
H -2.794768 -0.287461 0.054653 0.101 0.035 0.013 0.079
H -2.274747 1.294300 0.160129 0.015 -0.111 -0.051 0.089
H 1.757375 1.894788 -0.535169 0.093 -0.174 0.053 0.118
H 3.068874 1.668683 1.153540 -0.145 0.018 0.162 0.096
```
Positions in Å, forces in eV/Å.

Summary:
- Lowest unoccupied orbital energy: 0.671 eV
- M: 98.10 u
- Frontier orbital gap: 9.0721 eV
- ΔE to the lowest compared entry with this formula, charge and spin: 70.8 kcal/mol
- HOMO energy: -8.401 eV
- SMILES: [H]/N=C/C(N)=C=CO



[4]
C2H4OS | ωB97M-V/def2-TZVPD

```
8
Properties=species:S:1:pos:R:3:forces:R:3:lowdin_charge:R:1
C -0.874165 -0.385297 -0.261890 -2.584 1.437 0.068 -0.513
C 0.064514 0.619968 0.477582 -1.504 0.116 -0.870 -0.432
O -1.846593 -0.275341 -1.001099 1.507 0.647 1.146 -0.011
S 1.202655 0.233136 -0.895042 1.941 0.091 0.519 0.797
H -0.112657 1.740227 0.412283 -0.176 -1.616 0.402 0.091
H -0.514115 -1.343319 -0.002910 0.393 -1.707 0.357 0.072
H 0.270510 0.176674 1.492715 0.304 0.884 -1.196 0.099
H 1.809854 -0.766047 -0.221640 0.118 0.148 -0.427 -0.103
```
Positions in Å, forces in eV/Å.

Summary:
- Lowest unoccupied orbital energy: 0.544 eV
- M: 76.12 u
- Frontier orbital gap: 9.9407 eV
- ΔE to the lowest compared entry with this formula, charge and spin: 34.8 kcal/mol
- HOMO energy: -9.396 eV



[5]
C5H2O3 | ωB97M-V/def2-TZVPD

```
10
Properties=species:S:1:pos:R:3:forces:R:3:lowdin_charge:R:1
O 1.412632 2.037690 0.283170 -0.318 -0.758 -0.096 0.145
C 0.715368 1.063763 0.185013 1.872 -1.350 2.326 -0.315
C -0.584035 0.953735 -0.409889 1.265 1.402 -1.072 -0.034
C -1.008381 -0.246983 -0.738244 -0.327 -2.053 1.262 0.057
C -0.026252 -1.356578 -0.174413 -1.110 -2.515 2.724 -0.189
O -0.118070 -2.605846 -0.022007 0.182 5.330 -1.535 0.086
C 0.960977 -0.461388 0.788052 3.038 -2.857 2.041 -0.088
O 1.664150 -1.019078 1.711521 -3.740 3.547 -4.805 0.083
H -0.936275 1.922078 -0.691291 -1.194 0.277 -0.030 0.131
H -2.080114 -0.287394 -0.931911 0.333 -1.024 -0.814 0.123
```
Positions in Å, forces in eV/Å.

Summary:
- Lowest unoccupied orbital energy: -1.554 eV
- M: 110.07 u
- Frontier orbital gap: 8.0717 eV
- ΔE to the lowest compared entry with this formula, charge and spin: 28.9 kcal/mol
- HOMO energy: -9.626 eV
- SMILES: O=c1ccc(=O)c1=O



[6]
C11H14N3S | ωB97M-V/def2-TZVPD

```
29
Properties=species:S:1:pos:R:3:forces:R:3:lowdin_charge:R:1
C -2.209653 1.761650 1.665202 0.005 0.762 1.028 -0.043
C -1.965260 0.456082 2.076555 -1.016 -1.859 0.501 -0.068
C -1.236294 2.487616 0.936941 -0.743 -0.302 0.260 -0.031
C -0.828911 -0.214498 1.628941 1.004 -0.339 1.192 -0.047
C -0.109600 1.809764 0.482682 -0.619 -0.082 0.953 -0.022
C -0.949123 -0.376354 -2.041009 2.345 1.904 -1.402 -0.295
C -2.800276 -1.228867 -1.301089 0.376 -2.139 0.398 -0.363
C 0.142353 0.478419 0.879014 -0.294 -0.495 -1.107 -0.176
C -0.379218 -1.524700 -1.562034 1.139 0.252 -1.950 -0.528
C 2.378951 0.393009 -0.523281 1.694 3.127 1.270 -0.204
C 1.314852 -0.251674 0.344281 0.565 0.307 0.243 -0.200
N -2.274371 -0.239763 -1.927154 -1.340 0.318 0.681 -0.002
N 1.612162 -1.462889 0.700048 3.715 0.187 -2.284 0.229
N 3.619563 -0.385904 -0.537041 -2.423 -3.339 -1.234 -0.012
S -1.557663 -2.494215 -0.884708 -1.826 0.142 0.104 0.978
H -3.109423 2.241950 2.109215 0.764 -0.146 -0.738 0.129
H -2.702385 -0.149781 2.749369 1.356 1.495 -1.364 0.155
H -1.371744 3.577199 0.762383 0.087 -1.074 -0.091 0.131
H -0.568166 -1.227659 2.058558 -0.700 1.196 -0.713 0.129
H 0.563325 2.373027 -0.110605 0.786 0.205 -0.477 0.104
H -0.386422 0.505239 -2.544331 -0.900 -1.879 0.785 0.144
H -3.867064 -1.502925 -1.135761 0.997 0.707 -0.062 0.096
H 2.685929 1.347470 0.090894 -0.916 -1.377 -1.188 0.175
H 2.052302 0.759019 -1.528307 -0.270 -0.435 0.861 0.139
H 2.550623 -1.938638 0.358896 -2.468 1.653 1.129 0.191
H 4.446193 -0.004223 -0.976870 -0.382 0.338 -0.212 0.094
H 3.289287 -1.269006 -1.088401 1.849 1.900 0.681 0.115
H 0.597529 -1.916773 -1.945514 -0.953 0.487 0.938 0.097
H 1.062505 -2.002577 1.263126 -1.834 -1.514 1.796 0.083
```
Positions in Å, forces in eV/Å.

Summary:
- Lowest unoccupied orbital energy: -4.562 eV
- Charge: +1
- M: 220.32 u
- Frontier orbital gap: 7.7171 eV
- ΔE to the lowest compared entry with this formula, charge and spin: 53.1 kcal/mol
- HOMO energy: -12.279 eV



M of number 3 (C4H6N2O)?
98.10 u



Copy entry 1 word for word.
CH4Cl2OP | ωB97M-V/def2-TZVPD

```
9
Properties=species:S:1:pos:R:3:forces:R:3:lowdin_charge:R:1
C 0.631418 -0.049036 -0.664464 -1.048 0.177 0.010 0.320
O -2.515973 -0.172659 1.645249 -0.022 -0.228 -0.566 -0.344
P -2.557242 0.068594 0.060235 0.849 0.123 1.040 0.082
Cl -3.592559 -1.518087 -0.491152 0.028 0.075 -0.181 0.392
Cl -3.736414 1.673977 -0.161146 0.267 -0.234 -0.241 0.349
H 0.677557 -1.121275 -0.611799 -0.062 -0.265 0.071 0.040
H 0.954800 0.551618 0.167137 -0.008 0.091 0.218 0.039
H 0.451492 0.425705 -1.612520 -0.025 0.087 -0.203 0.033
H -1.970655 0.382006 2.219047 0.022 0.174 -0.147 0.089
```
Positions in Å, forces in eV/Å.

Summary:
- Lowest unoccupied orbital energy (spin up / spin down): -8.330 / -6.733 eV
- Charge: +1
- M: 133.92 u
- Frontier orbital gap (spin up / spin down): 6.0152 / 8.1382 eV
- ΔE to the lowest compared entry with this formula, charge and spin: 76.9 kcal/mol
- HOMO energy (spin up / spin down): -14.345 / -14.871 eV



Among the records above, which one has the lowest M?
C2H4OS